This record from the OMol25 dataset describes C29H25N5NiS as an isolated structure. The level of theory is the ωB97M-V functional and the def2-TZVPD basis.

Results
Energy relative to the best compared isomer or geometry (same formula, charge and spin)   0.000 eV
E   -3300.26850 Eh
Highest occupied orbital energy (alpha / beta)   -0.67 / -1.30 eV
Spin multiplicity   3
Net charge   -2
Orbital gap (alpha / beta)   5.34 / 5.96 eV

Each line ends with the Mulliken charge.
Geometry (Å):
Ni (-0.61492, -0.31852, 0.63058)  -0.64
S (-1.41004, -1.45780, -1.10460)  -0.58
C (-0.15975, -2.69082, -1.08463)  0.55
N (-0.05040, -3.47047, -2.13755)  -0.88
N (0.97355, -4.44539, -2.01658)  0.06
C (2.28079, -4.17465, -2.28587)  0.55
C (2.79608, -2.86573, -2.26361)  -0.30
C (4.13861, -2.64219, -2.50878)  -0.65
C (5.01821, -3.68581, -2.78387)  -0.54
C (4.51242, -4.98101, -2.81258)  -0.32
C (3.17313, -5.22637, -2.57370)  -0.65
N (0.67443, -2.80054, -0.02091)  -0.41
N (0.49412, -1.88979, 0.92380)  0.16
C (1.26757, -2.14339, 2.05502)  0.41
C (2.39374, -2.98317, 2.01896)  -0.33
C (3.13058, -3.22095, 3.16713)  -0.52
C (2.77038, -2.64615, 4.38107)  -0.43
C (1.64988, -1.82193, 4.42341)  -0.67
C (0.90782, -1.57243, 3.28333)  -0.42
H (0.65235, -5.34090, -2.34422)  0.24
H (2.12968, -2.04573, -2.04095)  0.53
H (4.50854, -1.62341, -2.47568)  0.36
H (6.06884, -3.49523, -2.96459)  0.35
H (5.17246, -5.81612, -3.02458)  0.33
H (2.79458, -6.24387, -2.59409)  0.25
H (2.67004, -3.42851, 1.07396)  0.47
H (4.00448, -3.86183, 3.11075)  0.34
H (3.35282, -2.83337, 5.27607)  0.35
H (1.35142, -1.36228, 5.35945)  0.34
H (0.04259, -0.92537, 3.31657)  0.43
C (0.40908, 0.86810, 1.69804)  -1.08
C (1.10573, 1.64489, 2.33289)  0.44
C (1.91279, 2.54254, 3.08695)  0.51
C (1.41957, 3.17134, 4.24091)  -0.46
C (2.20571, 4.04384, 4.97583)  -0.36
C (3.51067, 4.32048, 4.58678)  -0.44
C (4.01575, 3.70525, 3.44696)  -0.39
C (3.23400, 2.83189, 2.70979)  -0.45
H (0.40271, 2.95952, 4.54532)  0.41
H (1.79529, 4.51417, 5.86278)  0.34
H (4.12438, 5.00318, 5.16252)  0.34
H (5.03308, 3.90760, 3.13046)  0.34
H (3.63077, 2.35035, 1.82549)  0.42
C (-4.17758, 2.38862, 0.86095)  -1.36
C (-3.10562, 2.93509, -0.03411)  1.42
C (-3.26393, 4.15178, -0.66168)  -0.78
C (-2.26792, 4.66612, -1.49345)  -0.58
C (-1.09810, 3.93418, -1.68594)  -0.81
C (-0.88462, 2.70966, -1.07775)  1.19
C (0.39728, 1.97616, -1.32214)  -0.98
C (-1.90182, 2.15036, -0.21245)  0.23
N (-1.83881, 0.99784, 0.42894)  -0.67
H (-5.03710, 3.06364, 0.89231)  0.40
H (-3.79439, 2.24023, 1.87217)  0.25
H (-4.49696, 1.40286, 0.51890)  0.27
H (-4.17926, 4.71613, -0.50412)  0.27
H (-2.40098, 5.62434, -1.98315)  0.35
H (-0.32250, 4.33387, -2.33318)  0.28
H (1.01224, 2.51701, -2.04608)  0.36
H (0.20507, 0.96714, -1.69114)  0.09
H (0.95632, 1.85997, -0.39126)  0.06

Forces on the atoms, in the same order (eV/Å):
Ni 0.32 0.23 -0.22
S -0.06 -0.02 0.01
C 0.04 0.19 -0.14
N -0.07 -0.07 0.05
N -0.05 -0.07 0.09
C 0.13 0.05 -0.03
C -0.04 -0.02 -0.02
C 0.02 -0.01 -0.01
C -0.02 0.01 0.01
C 0.02 -0.01 -0.01
C -0.04 0.02 0.02
N 0.02 -0.06 0.07
N -0.10 -0.03 0.11
C 0.07 -0.05 0.03
C -0.01 0.01 -0.02
C 0.00 0.01 0.02
C 0.02 -0.01 -0.01
C -0.01 0.00 0.01
C -0.01 -0.04 0.02
H 0.01 0.02 -0.06
H 0.02 0.01 -0.01
H -0.01 0.00 0.00
H 0.00 0.00 0.00
H 0.00 0.00 0.00
H 0.00 0.00 0.00
H 0.00 0.00 0.00
H 0.00 0.00 0.00
H 0.00 0.00 0.00
H 0.00 0.00 0.00
H 0.02 -0.04 0.03
C -0.03 -0.11 0.17
C -0.06 0.06 -0.03
C 0.02 0.00 0.01
C 0.00 0.02 0.01
C 0.00 0.00 0.00
C 0.00 -0.01 -0.01
C 0.01 0.02 0.01
C -0.02 -0.02 0.00
H 0.00 0.00 -0.01
H 0.00 0.00 0.00
H 0.00 0.00 0.00
H 0.00 0.00 0.00
H 0.00 0.00 0.00
C 0.00 -0.01 -0.01
C -0.01 -0.01 0.01
C 0.00 0.02 -0.02
C 0.00 -0.02 0.02
C 0.00 0.01 0.00
C 0.00 -0.03 -0.01
C 0.01 0.01 -0.01
C 0.07 -0.01 -0.02
N -0.19 0.02 0.08
H 0.00 0.01 0.00
H 0.00 -0.01 0.00
H 0.00 0.00 0.01
H 0.00 0.00 0.00
H 0.00 0.00 0.00
H 0.00 0.00 0.00
H -0.01 0.00 -0.02
H -0.02 -0.04 -0.01
H -0.01 0.02 -0.08



This record from the OMol25 dataset describes C29H25N5NiS as an isolated structure. The level of theory is the ωB97M-V functional and the def2-TZVPD basis.

Results
Energy relative to the best compared isomer or geometry (same formula, charge and spin)   0.133 eV
E   -3300.26361 Eh
Highest occupied orbital energy (alpha / beta)   -0.71 / -1.33 eV
Spin multiplicity   3
Net charge   -2
Orbital gap (alpha / beta)   5.36 / 5.98 eV

Each line ends with the Mulliken charge.
Geometry (Å):
Ni (0.01397, 0.45061, 0.07827)  -0.60
S (-1.43910, -0.92484, 1.07434)  -0.55
C (-0.36008, -1.51523, 2.31541)  0.57
N (-0.84078, -2.37063, 3.19676)  -1.00
N (0.11371, -2.80583, 4.14813)  0.13
C (1.09397, -3.70530, 3.92328)  0.79
C (1.38812, -4.20351, 2.63884)  -0.36
C (2.40469, -5.12701, 2.47271)  -0.47
C (3.16689, -5.59507, 3.54045)  -0.64
C (2.87645, -5.10477, 4.81090)  -0.29
C (1.86524, -4.18364, 5.00478)  -0.69
N (0.95229, -1.11758, 2.35476)  -0.36
N (1.27836, -0.20071, 1.45071)  -0.01
C (2.62597, 0.18733, 1.57512)  0.34
C (3.58491, -0.61277, 2.21125)  -0.28
C (4.89915, -0.17889, 2.31637)  -0.55
C (5.29377, 1.05383, 1.81063)  -0.40
C (4.33865, 1.85692, 1.19278)  -0.68
C (3.02583, 1.43328, 1.07776)  -0.40
H (-0.14000, -2.61759, 5.10059)  0.17
H (0.82303, -3.84060, 1.79318)  0.38
H (2.61469, -5.47999, 1.46860)  0.34
H (3.96772, -6.30665, 3.38545)  0.35
H (3.45333, -5.43816, 5.66774)  0.32
H (1.66346, -3.80007, 6.00011)  0.26
H (3.28395, -1.57119, 2.60648)  0.46
H (5.62502, -0.82276, 2.80226)  0.35
H (6.32368, 1.38249, 1.89065)  0.35
H (4.61633, 2.82476, 0.78970)  0.34
H (2.28783, 2.06032, 0.59931)  0.41
C (1.23341, 0.87498, -1.31668)  -2.45
C (1.98178, 0.99241, -2.27437)  2.47
C (2.86319, 1.13863, -3.38633)  0.04
C (3.33818, 2.39428, -3.79297)  -0.46
C (4.19760, 2.52149, -4.87231)  -0.40
C (4.61019, 1.40104, -5.58502)  -0.37
C (4.14689, 0.14973, -5.19736)  -0.42
C (3.28799, 0.01991, -4.11753)  -0.49
H (3.01175, 3.26475, -3.23865)  0.41
H (4.54758, 3.50659, -5.16012)  0.34
H (5.28376, 1.50183, -6.42777)  0.34
H (4.45680, -0.73707, -5.73877)  0.34
H (2.92856, -0.95397, -3.81108)  0.40
C (-2.63523, 3.77914, -1.12599)  -1.37
C (-2.80511, 2.60752, -2.04546)  1.32
C (-3.66608, 2.66704, -3.12144)  -0.80
C (-3.82068, 1.57462, -3.97510)  -0.58
C (-3.10059, 0.40765, -3.73165)  -0.83
C (-2.22173, 0.29238, -2.66684)  1.22
C (-1.48773, -0.99277, -2.44676)  -0.96
C (-2.03682, 1.41509, -1.77735)  0.21
N (-1.24196, 1.44785, -0.71704)  -0.61
H (-3.29531, 4.59911, -1.42239)  0.39
H (-1.60036, 4.12612, -1.12814)  0.25
H (-2.84241, 3.49240, -0.09412)  0.29
H (-4.22811, 3.57950, -3.30060)  0.27
H (-4.50281, 1.62970, -4.81631)  0.35
H (-3.23021, -0.44635, -4.39014)  0.28
H (-1.85444, -1.75304, -3.14159)  0.36
H (-1.60109, -1.35410, -1.42382)  0.09
H (-0.41448, -0.85772, -2.59201)  0.08

Forces on the atoms, in the same order (eV/Å):
Ni 0.07 -0.28 0.08
S -0.05 0.24 0.27
C 0.53 -0.04 0.12
N 0.03 -0.09 0.01
N 0.02 0.20 -0.18
C -0.03 -0.07 0.05
C 0.06 -0.01 0.05
C -0.01 0.02 -0.07
C -0.06 0.04 0.02
C 0.00 0.01 -0.01
C 0.02 -0.03 -0.01
N -0.48 0.05 -0.21
N 0.28 -0.01 -0.01
C -0.38 0.00 -0.05
C 0.12 0.04 -0.02
C -0.05 -0.05 0.03
C -0.04 0.01 -0.03
C -0.05 -0.05 0.01
C 0.08 0.07 0.01
H -0.05 -0.01 0.02
H -0.01 0.01 -0.01
H 0.01 -0.01 0.01
H 0.00 -0.01 0.00
H 0.01 -0.01 -0.01
H 0.00 0.00 0.00
H -0.04 -0.04 0.02
H 0.01 0.00 -0.01
H 0.00 -0.01 0.01
H 0.01 0.00 0.01
H -0.01 -0.02 -0.02
C 0.02 -0.10 0.12
C 0.04 0.15 -0.12
C -0.08 -0.06 0.09
C -0.01 0.01 0.01
C -0.02 -0.02 0.01
C 0.01 0.03 0.00
C -0.05 -0.01 0.05
C 0.05 -0.04 -0.04
H 0.02 0.02 -0.01
H 0.01 0.00 -0.01
H 0.00 0.00 0.00
H 0.01 0.01 -0.01
H 0.01 -0.01 -0.02
C 0.00 0.03 -0.01
C -0.04 -0.02 -0.05
C 0.04 0.01 0.03
C -0.04 0.00 -0.03
C 0.02 -0.01 0.07
C -0.04 0.09 -0.05
C 0.01 -0.01 -0.03
C 0.14 -0.12 0.16
N -0.15 0.06 -0.15
H 0.01 0.00 0.01
H 0.00 0.00 -0.02
H -0.02 -0.01 0.00
H -0.01 0.00 -0.01
H 0.01 0.00 -0.01
H -0.01 0.00 -0.01
H 0.04 -0.01 0.00
H -0.04 0.00 -0.07
H 0.06 0.04 -0.01



Among the records above, which one has the lowest E?
number 1



net charge of number 1 (C29H25N5NiS)?
-2



Which of these has the lowest energy relative to the best compared isomer or geometry (same formula, charge and spin)?
number 1